[1]
DFT (wB97M-V/def2-TZVPD) results for a 8-piece molecular cluster, C47H99Cl2FNO13PS overall at a distorted geometry.

Atoms and positions in Å:
C  2.83068  -4.72654  -1.12285
C  3.26049  -3.89435  -2.46800
C  3.87383  -2.37236  -2.12231
O  2.92186  -1.43055  -2.50776
C  2.45103  -0.37990  -1.60911
C  2.61254  -0.64576  -0.01692
C  4.02079  -0.22927  0.69033
O  5.21302  -0.20561  -0.15466
C  3.11933  0.98201  -2.22908
Cl  3.91342  0.90104  -3.95118
C  3.20749  2.32663  -1.62436
C  2.57063  2.67809  -0.19227
Cl  4.08850  3.74706  -2.51256
C  0.79321  -0.35715  -1.96668
C  0.58717  -0.59057  -3.61364
C  0.20065  -1.71097  -1.28507
C  -1.10717  -2.37790  -2.01560
C  -2.05411  -3.28116  -0.97658
C  -3.68238  -3.27547  -1.35113
C  -4.77437  -4.13977  -0.47760
C  -4.16250  -5.01990  0.79150
C  -2.54120  -5.02984  1.19511
C  -1.45881  -4.14493  0.29161
O  0.34500  0.91475  -1.62835
C  -0.95618  1.34147  -1.33549
N  -0.76173  2.79488  -0.81399
C  -1.83920  0.64257  -0.15964
C  -3.01587  1.52890  0.52378
C  -2.77502  1.57282  2.17881
C  -2.79044  0.03920  2.84550
C  -1.34698  2.24832  2.61245
S  -2.13032  1.65342  -2.81394
O  -2.97624  2.95077  -2.50308
O  -1.32926  2.03469  -4.12017
F  -3.27420  0.40138  -3.04885
P  5.41889  -2.23463  -3.30690
C  6.72476  -3.36999  -2.41130
O  5.08027  -2.94431  -4.86060
H  1.66404  -4.93842  -1.16569
H  3.42895  -5.74238  -1.10906
H  3.12929  -4.11619  -0.16179
H  2.27089  -3.77664  -3.12161
H  3.99822  -4.54410  -3.10383
H  4.32268  -2.46566  -1.06723
H  1.67010  -0.16453  0.53693
H  2.49869  -1.81335  0.22177
H  4.24341  -1.03198  1.54756
H  3.99381  0.80782  1.28078
H  6.02471  -0.03877  0.41193
H  1.75949  1.98461  0.25627
H  3.45893  2.80682  0.59461
H  2.08237  3.76544  -0.26245
H  0.80086  -1.72264  -3.93080
H  1.19510  0.17319  -4.25958
H  -0.55285  -0.44246  -3.93881
H  0.99972  -2.59680  -1.21086
H  -0.11550  -1.53121  -0.14724
H  -1.79274  -1.63024  -2.59626
H  -0.70125  -3.16851  -2.80861
H  -4.05611  -2.65717  -2.28548
H  -5.92603  -4.17374  -0.75039
H  -4.87831  -5.69489  1.44640
H  -2.18556  -5.70996  2.10795
H  -0.28970  -4.13309  0.52853
H  -0.03619  3.17148  -1.49520
H  -0.26202  2.78144  0.10154
H  -1.06500  0.26724  0.66833
H  -2.34015  -0.34718  -0.57455
H  -4.03571  0.91892  0.40178
H  -3.22443  2.58020  0.06312
H  -3.65948  2.14305  2.73739
H  -1.72094  -0.46727  2.69523
H  -2.95231  0.11098  4.01522
H  -3.60458  -0.65656  2.37340
H  -1.38299  2.37950  3.79584
H  -1.14942  3.31821  2.17772
H  -0.45043  1.51198  2.40013
H  7.22741  -4.14078  -3.13565
H  6.14410  -4.02341  -1.59810
H  7.50564  -2.73253  -1.77869
H  5.53669  -3.85614  -4.84862
C  -5.83744  6.13716  3.31107
C  -4.51075  5.67592  2.72897
C  -4.23876  6.32947  1.38352
O  -4.53148  4.25970  2.57058
H  -6.66989  5.86675  2.65175
H  -6.02579  5.64941  4.27349
H  -5.84761  7.22142  3.45987
H  -3.70000  5.91599  3.42545
H  -5.01453  6.06589  0.65581
H  -3.28667  5.97882  0.97086
H  -4.20099  7.41950  1.47451
H  -5.24843  4.03730  1.95368
C  -0.61754  -2.30572  6.22993
C  -0.70441  -0.78783  6.21754
C  0.12285  -0.17625  7.33689
O  -2.06541  -0.39154  6.36533
H  -1.00469  -2.71278  7.17079
H  -1.22750  -2.73268  5.42663
H  0.41579  -2.64305  6.10228
H  -0.35526  -0.40715  5.25152
H  -0.23804  -0.50779  8.31705
H  0.04098  0.91592  7.32329
H  1.17838  -0.44972  7.24246
H  -2.38386  -0.72527  7.22047
C  -5.08626  -3.62070  8.84816
C  -4.95544  -2.11954  9.05090
C  -6.28644  -1.41440  8.84464
O  -3.99842  -1.60049  8.13116
H  -5.41400  -3.85135  7.82826
H  -4.11822  -4.11370  8.98768
H  -5.80427  -4.05302  9.55202
H  -4.58347  -1.91567  10.06089
H  -6.65678  -1.56681  7.82460
H  -6.17452  -0.33346  8.98158
H  -7.04045  -1.78056  9.54839
H  -4.32043  -1.77702  7.23161
C  -1.04934  3.36956  -8.50541
C  -2.19311  2.39118  -8.72051
C  -3.38796  2.73441  -7.84537
O  -1.74893  1.07141  -8.41700
H  -0.70116  3.34324  -7.46672
H  -0.19186  3.10308  -9.13258
H  -1.35462  4.39275  -8.74572
H  -2.49325  2.40184  -9.77398
H  -3.12272  2.68557  -6.78323
H  -4.19874  2.01474  -8.00164
H  -3.76337  3.73856  -8.06587
H  -1.48038  1.05254  -7.48342
C  8.65917  -2.69106  -8.18734
C  8.36358  -3.91866  -7.34040
C  7.61782  -4.97610  -8.13852
O  7.57917  -3.53702  -6.21334
H  7.73196  -2.22708  -8.54201
H  9.18528  -1.93352  -7.59660
H  9.27488  -2.94880  -9.05471
H  9.30149  -4.33788  -6.96013
H  6.65364  -4.59315  -8.49149
H  7.40098  -5.84861  -7.51288
H  8.20227  -5.30236  -9.00444
H  6.74433  -3.16363  -6.54146
C  -6.14934  3.61582  10.58578
C  -7.29311  2.63745  10.37068
C  -8.48796  2.98067  11.24582
O  -6.84893  1.31767  10.67419
H  -5.80116  3.58950  11.62447
H  -5.29186  3.34934  9.95862
H  -6.45462  4.63901  10.34547
H  -7.59325  2.64810  9.31721
H  -8.22272  2.93183  12.30796
H  -9.29874  2.26101  11.08956
H  -8.86337  3.98482  11.02532
H  -6.58038  1.29880  11.60777
C  7.09892  1.60216  -8.05694
C  8.30460  1.28088  -7.18816
C  8.80904  2.51717  -6.46119
O  9.34769  0.75424  -8.00415
H  7.35486  2.34075  -8.82490
H  6.75421  0.70579  -8.58356
H  6.27276  1.99491  -7.45604
H  8.03729  0.50842  -6.45887
H  9.12564  3.28825  -7.17257
H  9.68437  2.27352  -5.84951
H  8.03418  2.93737  -5.81244
H  9.59150  1.43342  -8.65478

Properties
**Structure (SMILES)**: CC[C@H](O[C@@](CCO)(/C(Cl)=C(\C)Cl)[C@@](C)(CCc1ccccc1)O[C@](N)(CCC(C)C)S(=O)(=O)F)P(C)O.CC(C)O.CC(C)O.CC(C)O.CC(C)O.CC(C)O.CC(C)O.CC(C)O
**HOMO level**: -7.66 eV
**E_LUMO**: -0.543 eV
**2S+1**: 1
**Net charge**: 0
**F_max**: 10.02 eV/A
**Orbital gap**: 7.118 eV


[2]
DFT (wB97M-V/def2-TZVPD) results for C4H7NO2 in the gas phase at a distorted geometry.

Atoms and positions in Å:
C  0.96282  -1.03870  0.87744
C  0.23409  0.26487  0.39195
O  0.95725  1.35338  0.90421
C  0.08017  0.27965  -1.11189
C  -1.22224  0.46980  -1.38773
O  -2.03226  0.37109  -0.35927
N  -1.14097  0.31982  0.81371
H  1.86052  -0.80515  1.36715
H  1.14358  -1.40723  -0.07703
H  0.26597  -1.82197  1.30895
H  1.17936  1.96112  0.19722
H  0.84843  0.31761  -1.91301
H  -1.70374  0.26592  -2.29941
H  -1.43297  -0.53021  1.28771

Properties
**Structure (SMILES)**: C[C@@]1(O)C=CON1
**HOMO level**: -8.81 eV
**E_LUMO**: 0.887 eV
**2S+1**: 1
**Net charge**: 0
**F_max**: 2.87 eV/A
**Orbital gap**: 9.695 eV
**Energy relative to the best compared isomer or geometry (same formula, charge and spin)**: 3.861 eV


[3]
DFT (wB97M-V/def2-TZVPD) results for C5H10N2 in the gas phase at a distorted geometry.

Atoms and positions in Å:
C  0.17343  0.04993  2.09388
C  1.07699  0.18703  0.88107
N  1.36632  -0.79208  -0.12483
C  0.77388  0.49604  -0.51629
C  -0.58572  0.64518  -1.12523
C  -1.16970  -0.47092  -1.90620
N  -1.76150  -0.05820  -0.63506
H  1.14874  0.51556  2.38480
H  0.04774  -0.91496  2.60292
H  -0.68710  0.72941  2.22798
H  2.08026  0.67472  1.20782
H  0.69826  -1.55554  -0.10542
H  1.51327  1.17936  -0.92321
H  -0.78810  1.66476  -1.44956
H  -1.76822  -0.26641  -2.78991
H  -0.60233  -1.40065  -1.95008
H  -1.51624  -0.68324  0.12731

Properties
**Structure (SMILES)**: C[C@H]1N[C@H]1[C@H]1CN1
**HOMO level**: -9.06 eV
**E_LUMO**: 1.133 eV
**2S+1**: 1
**Net charge**: 0
**F_max**: 4.23 eV/A
**Orbital gap**: 10.196 eV
**Energy relative to the best compared isomer or geometry (same formula, charge and spin)**: 4.073 eV


[4]
DFT (wB97M-V/def2-TZVPD) results for C5H9ClS in the gas phase at a distorted geometry.

Atoms and positions in Å:
C  1.03612  -1.23720  0.21983
C  0.08026  -0.02989  0.16414
C  0.52032  1.21536  1.01616
C  -1.45817  -0.42783  0.19935
C  0.02641  0.40701  -1.46762
S  0.03361  -0.63645  -2.67283
Cl  -0.21456  2.05509  -1.89606
H  1.29243  -1.54186  1.19963
H  2.00788  -0.96964  -0.31374
H  0.34588  -2.00379  -0.27031
H  0.47273  0.94229  2.02496
H  -0.19514  2.09787  0.75878
H  1.54918  1.56523  0.66141
H  -1.82393  -0.82894  1.10296
H  -1.99199  0.57267  -0.05818
H  -1.68102  -1.17993  -0.66847

Properties
**Structure (SMILES)**: CC(C)(C)C(=S)Cl
**HOMO level**: -8.81 eV
**E_LUMO**: -0.208 eV
**2S+1**: 1
**Net charge**: 0
**F_max**: 3.81 eV/A
**Orbital gap**: 8.601 eV
**Energy relative to the best compared isomer or geometry (same formula, charge and spin)**: 1.141 eV


[5]
DFT (wB97M-V/def2-TZVPD) results for C5H6Br2O as an isolated structure at a distorted geometry.

Atoms and positions in Å:
C  0.29144  -0.24768  -2.48898
C  -0.08493  -0.16353  -1.31914
C  -1.31195  0.76199  0.77559
C  1.17630  0.17144  0.69623
C  -0.18606  -0.24962  0.21496
O  -0.59306  -1.46644  0.66683
Br  1.75305  1.96515  0.09846
Br  2.61511  -1.14248  0.11576
H  0.13314  -0.36448  -3.47999
H  -1.66917  0.29079  1.71358
H  -0.77636  1.74140  0.77543
H  -2.25297  0.71890  0.18569
H  1.06633  0.16429  1.81361
H  -0.16087  -2.17972  0.23198

Properties
**HOMO level**: -10.09 eV
**E_LUMO**: 0.300 eV
**2S+1**: 1
**Net charge**: 0
**F_max**: 5.29 eV/A
**Orbital gap**: 10.393 eV
**Energy relative to the best compared isomer or geometry (same formula, charge and spin)**: 0.000 eV